A molecular structure, C11H15BiClIrNO2S2 at a distorted geometry. Source: the Open Molecules 2025 dataset; level of theory: ωB97M-V with the def2-TZVPD basis set.

## Properties
* relative energy (zero: lowest compared OMol25 entry of this formula, charge and spin): 0.0 kcal/mol

```
! wB97M-V def2-TZVPD RIJCOSX def2/J DEFGRID3
* xyz 0 6
Bi 0.5240 -0.3700 -3.5219
Ir -0.2086 0.1921 0.2242
Cl 0.9538 2.0784 -3.1299
S 1.7518 0.8911 0.8352
S 2.7690 -0.4523 4.6376
O 3.1189 -1.8558 4.6903
O 3.3333 0.4141 5.6457
N 2.9215 0.1709 3.0997
C 0.9997 -0.2739 4.5655
C 0.5834 0.2921 3.3422
C 0.1002 -0.7186 5.5126
C -1.2708 -0.6386 5.2141
C -0.7075 0.1111 -5.3722
C -0.7686 0.3212 3.0285
C -1.7039 -0.1430 3.9717
C 1.7709 0.4809 2.5196
C -1.5802 1.3625 -0.6135
C -0.3948 -1.6383 0.1955
C 2.3847 -0.5987 -4.8242
H 3.1328 -1.1474 -4.2469
H 2.1236 -1.1107 -5.7574
H -1.9467 0.8627 -1.5257
H 0.4747 -1.1122 6.4630
H -1.3746 -2.1463 0.0442
H 2.7195 0.4213 -5.0246
H -2.4212 1.4840 0.1089
H -1.7660 -0.0404 -5.1543
H -2.0040 -0.9868 5.9385
H 0.4566 -2.3151 0.4233
H -0.5048 1.1646 -5.5679
H -2.7644 -0.1358 3.7212
H -0.3653 -0.5021 -6.2116
H -1.1128 2.3411 -0.8512
H -1.1033 0.6755 2.0092
*
```

These are the natural (NBO) partial charges, in e, on atoms 1 to 6: 1.128 1.058 -0.532 0.059 2.271 -0.891